DFT (the ωB97M-V functional and the def2-TZVPD basis) results for one molecule with the formula C18H22N4O5S in a non-equilibrium geometry.

Structure (XYZ):
```
50
Properties=species:S:1:pos:R:3:nbo_charge:R:1
C -6.093 -1.621 1.051 -0.630
C -4.722 -1.627 0.446 0.014
C -4.157 -2.818 0.006 -0.235
C -2.886 -2.828 -0.543 -0.193
C -2.166 -1.655 -0.663 -0.268
C -2.723 -0.457 -0.222 0.241
N -1.949 0.701 -0.375 -0.644
C -2.221 1.967 0.018 0.683
O -3.244 2.325 0.567 -0.619
C -1.116 2.995 -0.270 -0.299
C -0.302 2.759 -1.555 -0.421
C 1.044 2.080 -1.253 -0.234
N 0.883 1.187 -0.131 -0.702
S 1.418 -0.344 -0.199 2.359
O 0.842 -1.063 0.899 -0.941
O 1.158 -0.827 -1.529 -0.961
C 3.211 -0.450 0.020 -0.549
C 3.768 -1.686 -0.035 0.357
C 2.971 -2.915 -0.271 -0.692
N 5.113 -1.825 0.130 -0.590
C 5.987 -0.773 0.358 0.787
O 7.170 -0.938 0.497 -0.590
N 5.371 0.451 0.406 -0.634
C 4.011 0.723 0.259 0.670
O 3.613 1.865 0.340 -0.612
C 0.628 1.811 1.151 -0.234
C -0.184 3.094 0.946 -0.406
C -4.000 -0.449 0.328 -0.284
H -6.082 -2.138 2.010 0.218
H -6.800 -2.136 0.403 0.216
H -6.440 -0.604 1.213 0.217
H -4.714 -3.739 0.095 0.204
H -2.453 -3.757 -0.883 0.209
H -1.171 -1.661 -1.084 0.220
H -1.023 0.519 -0.739 0.414
H -1.649 3.948 -0.352 0.244
H -0.882 2.153 -2.253 0.219
H -0.104 3.716 -2.040 0.224
H 1.818 2.820 -1.025 0.213
H 1.374 1.476 -2.099 0.238
H 2.464 -2.836 -1.232 0.276
H 2.187 -2.984 0.482 0.279
H 3.591 -3.808 -0.249 0.220
H 5.535 -2.744 0.093 0.431
H 5.973 1.250 0.576 0.437
H 1.572 2.048 1.657 0.216
H 0.081 1.080 1.750 0.231
H -0.772 3.297 1.841 0.240
H 0.496 3.933 0.789 0.210
H -4.423 0.482 0.667 0.250
```

Calculated values
SMILES   Cc1cccc(NC(=O)C2CCN(S(=O)(=O)c3c(C)[nH]c(=O)[nH]c3=O)CC2)c1
Net charge   0
Kohn-Sham gap   8.2 eV
Strongest force on any atom   1.10 eV/A
ΔE to the lowest compared entry with this formula, charge and spin   17.2 kJ/mol

***

DFT (the ωB97M-V functional and the def2-TZVPD basis) results for C18H22N5O9V2 as an isolated structure in a non-equilibrium geometry.

Structure (XYZ):
```
56
Properties=species:S:1:pos:R:3:mulliken_spin:R:1
O 2.675 -2.989 -2.058 -0.236
V 1.190 -3.020 -1.538 1.261
O 0.594 -0.494 4.362 -0.264
V 0.665 0.237 2.967 1.272
C -0.764 -0.678 -3.647 -0.002
C 0.196 -1.751 -4.119 0.001
C 1.585 -1.193 -4.424 0.000
O 0.261 -2.906 -3.321 -0.037
H -0.721 0.189 -4.305 0.001
H -0.479 -0.367 -2.637 0.002
H -1.796 -1.023 -3.584 0.000
H -0.156 -2.107 -5.099 -0.004
H 1.448 -0.204 -4.878 0.000
H 2.278 -1.734 -5.063 0.000
H 2.154 -0.926 -3.527 0.000
N 1.159 0.335 -0.417 -0.003
O 1.141 -0.824 -0.843 0.002
O 1.304 1.269 -1.164 0.001
O 0.931 0.556 0.814 0.003
N 1.234 -3.046 1.767 0.000
O 0.808 -3.950 2.442 0.002
O 1.427 -1.906 2.228 0.001
O 1.548 -3.283 0.559 0.014
N 2.838 0.782 3.154 -0.015
C 3.772 0.218 3.933 0.009
C 4.972 0.826 4.229 -0.002
C 5.283 1.993 3.549 0.006
C 4.373 2.531 2.656 -0.009
C 3.139 1.930 2.520 0.009
H 3.522 -0.777 4.280 0.000
H 5.629 0.298 4.904 0.000
H 6.228 2.484 3.745 0.000
H 4.656 3.454 2.170 0.000
H 2.400 2.308 1.824 -0.004
N -1.282 -0.493 2.346 -0.023
C -2.165 0.251 1.650 0.009
C -3.514 -0.045 1.590 -0.004
C -3.946 -1.179 2.248 0.006
C -3.068 -2.032 2.919 -0.001
C -1.744 -1.667 2.805 0.011
H -1.760 1.080 1.080 -0.002
H -4.143 0.662 1.070 0.000
H -5.003 -1.417 2.316 0.000
H -3.424 -2.912 3.428 0.000
H -0.997 -2.288 3.292 -0.001
N -2.827 0.942 -1.449 0.000
C -1.979 1.956 -1.508 0.000
C -2.186 3.045 -2.359 0.000
C -3.332 3.081 -3.120 0.000
C -4.232 2.025 -3.014 0.000
C -3.941 0.960 -2.194 0.000
H -1.130 1.909 -0.835 0.000
H -1.464 3.851 -2.390 0.000
H -3.651 3.959 -3.666 0.000
H -5.121 1.982 -3.631 0.000
H -4.584 0.100 -2.058 0.000
```

Calculated values
Multiplicity   3
Net charge   +1
Kohn-Sham gap (spin up / spin down)   6.4 / 6.8 eV
Strongest force on any atom   4.44 eV/A
ΔE to the lowest compared entry with this formula, charge and spin   0.0 kJ/mol

***

DFT (the ωB97M-V functional and the def2-TZVPD basis) results for C18H22NO as an isolated structure in a non-equilibrium geometry.

Structure (XYZ):
```
42
Properties=species:S:1:pos:R:3:nbo_charge:R:1
C -0.985 -4.805 -0.390 -0.349
C -0.966 -3.643 0.123 -0.107
C 0.227 -2.668 0.396 -0.488
H 1.035 -3.388 0.344 0.270
H 0.011 -2.530 1.279 0.231
C 0.143 -1.722 -0.553 -0.021
C 1.274 -0.821 -0.266 -0.068
C 1.657 0.178 -1.619 -0.227
C 2.654 1.086 -1.494 -0.187
C 3.512 1.098 -0.236 0.348
C 3.106 0.492 0.853 -0.368
C 2.016 -0.511 0.626 -0.145
H 1.938 -1.435 1.453 0.193
H 3.756 0.409 1.785 0.249
O 4.448 2.037 -0.362 -0.478
C 5.235 2.138 1.017 -0.298
H 6.061 2.783 0.686 0.225
H 4.710 2.422 1.862 0.209
H 5.940 1.342 1.025 0.213
H 2.927 1.761 -2.101 0.208
H 1.075 0.090 -2.513 0.191
H 0.138 -1.996 -1.445 0.204
N -1.077 -0.690 -0.563 -0.558
H -1.927 -1.370 -0.661 0.474
H -0.986 0.060 -1.615 0.508
C -1.281 -0.022 0.622 -0.339
C -2.379 0.832 0.335 -0.037
C -1.970 2.317 -0.396 -0.200
C -3.020 3.092 -0.560 -0.174
C -4.227 2.929 -0.211 -0.261
C -4.635 1.947 0.365 -0.154
C -3.746 0.834 0.595 -0.214
H -3.986 0.021 1.293 0.207
H -5.695 1.585 0.701 0.239
H -5.020 3.663 -0.515 0.241
H -2.595 4.216 -1.172 0.215
H -0.945 2.297 -0.823 0.220
H -0.428 0.426 1.232 0.284
H -1.744 -0.691 1.411 0.240
H -2.200 -3.135 0.550 0.129
H -1.824 -5.486 -0.509 0.224
H -0.229 -5.143 -0.548 0.150
```

Calculated values
Net charge   +1
Kohn-Sham gap   8.6 eV
Strongest force on any atom   17.86 eV/A
ΔE to the lowest compared entry with this formula, charge and spin   1608.7 kJ/mol

***

DFT (the ωB97M-V functional and the def2-TZVPD basis) results for one molecule with the formula C18H22NO4P in a non-equilibrium geometry.

Structure (XYZ):
```
46
Properties=species:S:1:pos:R:3:nbo_charge:R:1
C 5.760 2.017 0.337 -0.634
C 5.432 1.251 -0.938 -0.073
O 4.189 0.563 -0.831 -0.512
C 4.211 -0.635 -0.223 0.784
O 5.221 -1.139 0.213 -0.610
C 2.877 -1.263 -0.161 -0.214
C 2.760 -2.516 0.440 -0.124
C 1.535 -3.138 0.528 -0.273
C 0.394 -2.520 0.010 0.191
N -0.835 -3.145 0.110 -0.948
P -2.325 -2.417 -0.224 2.288
C -3.490 -3.687 0.369 -1.019
O -2.504 -1.932 -1.591 -1.073
O -2.431 -1.268 0.910 -0.815
C -2.561 0.067 0.565 0.386
C -3.660 0.510 -0.145 -0.280
C -3.783 1.859 -0.460 0.010
C -4.970 2.332 -1.242 -0.627
C -2.795 2.738 -0.046 -0.229
C -1.687 2.300 0.670 0.007
C -0.633 3.266 1.117 -0.627
C -1.575 0.952 0.973 -0.294
C 0.511 -1.271 -0.599 -0.236
C 1.738 -0.650 -0.682 -0.143
H 4.956 2.708 0.579 0.208
H 6.682 2.575 0.200 0.215
H 5.889 1.320 1.162 0.224
H 6.223 0.524 -1.153 0.199
H 5.309 1.930 -1.784 0.187
H 3.648 -2.983 0.836 0.236
H 1.449 -4.107 0.999 0.208
H -0.844 -3.993 0.655 0.412
H -3.319 -4.609 -0.179 0.250
H -3.380 -3.853 1.436 0.248
H -4.498 -3.337 0.159 0.259
H -4.406 -0.202 -0.463 0.218
H -4.908 3.398 -1.442 0.214
H -5.030 1.800 -2.190 0.224
H -5.889 2.134 -0.692 0.219
H -2.882 3.787 -0.291 0.204
H -0.894 3.675 2.094 0.221
H -0.546 4.095 0.419 0.216
H 0.331 2.772 1.205 0.218
H -0.720 0.575 1.515 0.223
H -0.369 -0.802 -1.012 0.229
H 1.822 0.318 -1.151 0.231
```

Calculated values
SMILES   CCOC(=O)c1ccc(N[P@](C)(=O)Oc2cc(C)cc(C)c2)cc1
Net charge   0
Kohn-Sham gap   9.1 eV
Strongest force on any atom   1.30 eV/A
ΔE to the lowest compared entry with this formula, charge and spin   15.2 kJ/mol

***

DFT (the ωB97M-V functional and the def2-TZVPD basis) results for one molecule with the formula C18H22O7 in a non-equilibrium geometry.

Structure (XYZ):
```
47
Properties=species:S:1:pos:R:3:nbo_charge:R:1
C 3.424 0.806 -3.438 -0.637
C 2.975 -0.268 -2.453 -0.071
O 1.872 0.142 -1.652 -0.555
C 2.195 0.937 -0.548 0.397
O 3.052 0.253 0.336 -0.508
C 2.451 -0.824 0.932 0.150
C 3.349 -1.949 1.274 0.745
O 3.016 -2.909 1.924 -0.589
O 4.583 -1.802 0.782 -0.670
C 1.139 -0.887 1.171 -0.159
C 0.204 0.249 0.903 -0.281
C -1.076 -0.256 0.271 -0.037
C -1.079 -0.712 -1.039 -0.230
C -2.237 -1.188 -1.648 -0.237
C -3.385 -1.197 -0.894 0.218
C -3.388 -0.750 0.428 0.298
C -2.251 -0.275 1.031 -0.282
O -4.648 -0.874 0.947 -0.486
C -5.445 -1.395 -0.094 0.236
O -4.645 -1.608 -1.237 -0.476
C 0.881 1.395 0.111 -0.259
C 1.161 2.613 1.000 -0.391
C -0.084 3.323 1.541 -0.432
C -1.034 3.839 0.450 -0.063
O -2.107 2.971 0.177 -0.719
H 2.580 1.135 -4.040 0.212
H 4.188 0.396 -4.093 0.217
H 3.840 1.665 -2.918 0.204
H 2.609 -1.145 -2.994 0.188
H 3.808 -0.570 -1.808 0.189
H 2.784 1.815 -0.858 0.166
H 5.134 -2.556 1.045 0.501
H 0.732 -1.779 1.618 0.242
H -0.063 0.641 1.893 0.233
H -0.157 -0.691 -1.597 0.245
H -2.236 -1.539 -2.666 0.227
H -2.275 0.067 2.053 0.227
H -6.250 -0.682 -0.335 0.158
H -5.892 -2.350 0.227 0.158
H 0.236 1.691 -0.722 0.226
H 1.787 2.298 1.838 0.213
H 1.735 3.340 0.420 0.203
H 0.256 4.168 2.142 0.215
H -0.657 2.669 2.200 0.207
H -1.510 4.766 0.778 0.184
H -0.467 4.055 -0.468 0.151
H -1.768 2.097 -0.052 0.471
```

Calculated values
SMILES   CCO[C@@H]1OC(C(=O)O)=C[C@H](c2ccc3c(c2)OCO3)[C@H]1CCCO
Net charge   0
Kohn-Sham gap   8.8 eV
Strongest force on any atom   1.28 eV/A
ΔE to the lowest compared entry with this formula, charge and spin   19.5 kJ/mol

***

DFT (the ωB97M-V functional and the def2-TZVPD basis) results for C18H23Br2N4O3Yb as an isolated structure in a non-equilibrium geometry.

Structure (XYZ):
```
51
Properties=species:S:1:pos:R:3:mulliken_spin:R:1
Yb 0.020 -0.423 0.711 0.106
O -1.374 -2.763 6.339 0.000
C -0.864 -2.285 5.185 0.000
C -0.174 -1.038 5.130 0.011
C 0.190 -0.543 3.913 -0.003
N -0.089 -1.223 2.760 -0.004
C -0.748 -2.387 2.799 0.002
Br -1.417 -3.039 1.133 0.001
C -1.151 -2.961 4.016 0.000
H -1.049 -2.208 7.090 0.000
H 0.086 -0.530 6.056 0.000
H 0.792 0.372 3.904 -0.004
H -1.696 -3.890 3.997 0.000
C 0.557 0.647 -2.837 0.007
C 0.255 0.543 -4.393 0.000
N -0.034 -0.831 -4.840 0.000
C -1.235 -1.264 -4.120 0.000
C -1.189 -0.991 -2.562 0.001
N 0.199 -0.637 -2.097 -0.007
C 1.117 -1.680 -2.716 0.000
C 1.070 -1.666 -4.310 0.000
H -0.130 1.377 -2.443 -0.001
H 1.583 0.979 -2.590 -0.001
H 1.129 0.958 -4.946 0.000
H -0.599 1.196 -4.646 0.000
H -1.399 -2.357 -4.295 0.000
H -2.112 -0.698 -4.521 0.000
H -1.551 -1.855 -1.989 0.000
H -1.835 -0.141 -2.281 0.000
H 0.836 -2.707 -2.387 0.000
H 2.142 -1.519 -2.375 0.002
H 1.007 -2.693 -4.726 0.000
H 2.039 -1.206 -4.652 0.000
C 5.001 1.345 0.995 0.019
O 3.637 1.130 0.444 0.111
C 2.641 0.289 0.810 0.500
O 2.664 -0.928 0.680 0.247
H 4.997 2.358 1.452 -0.001
H 5.620 1.366 0.078 0.010
H 5.365 0.549 1.648 -0.001
Br -4.065 5.176 0.785 0.000
C -2.873 3.715 0.833 0.000
C -1.496 3.898 0.770 0.007
C -0.693 2.789 0.881 0.003
N -1.220 1.553 1.043 -0.003
C -2.532 1.386 1.186 0.000
C -3.408 2.432 0.982 0.000
H -1.071 4.896 0.696 0.000
H 0.403 2.817 0.890 -0.002
H -2.864 0.370 1.500 0.000
H -4.478 2.323 1.022 0.000
```

Calculated values
Multiplicity   2
Net charge   +2
Kohn-Sham gap (spin up / spin down)   7.6 / 5.3 eV
Strongest force on any atom   3.36 eV/A
ΔE to the lowest compared entry with this formula, charge and spin   0.0 kJ/mol

***

DFT (the ωB97M-V functional and the def2-TZVPD basis) results for C18H23BrF2I2O6P as an isolated structure in a non-equilibrium geometry.

Structure (XYZ):
```
53
Properties=species:S:1:pos:R:3:nbo_charge:R:1
C 0.823 2.780 -0.732 -0.670
C 1.265 1.752 0.275 -0.226
I -0.028 1.755 1.989 -0.002
C 2.328 0.974 0.131 -0.392
I 2.857 -0.380 1.685 0.094
P 3.561 0.985 -1.445 0.842
C 4.078 2.799 -1.057 -0.757
C 5.454 3.236 -1.534 -0.176
C 6.608 2.319 -1.182 -0.637
Br 5.452 3.636 -3.463 -0.084
C 3.109 -0.837 -1.848 -0.281
C 1.987 -1.163 -2.600 -0.179
C 1.692 -2.480 -2.937 -0.242
C 2.523 -3.520 -2.522 -0.243
C 3.657 -3.212 -1.777 -0.222
C 3.933 -1.890 -1.448 -0.228
H 1.387 3.696 -0.596 0.221
H -0.217 3.035 -0.552 0.208
H 0.900 2.414 -1.746 0.241
H 4.609 0.496 -0.550 -0.174
H 4.477 0.976 -2.588 -0.158
H 2.483 1.412 -2.312 -0.170
H 3.362 3.454 -1.553 0.209
H 3.977 3.000 0.010 0.213
H 5.663 4.204 -1.091 0.194
H 6.782 2.409 -0.113 0.209
H 6.425 1.291 -1.461 0.234
H 7.507 2.649 -1.697 0.204
H 1.322 -0.378 -2.938 0.193
H 0.816 -2.728 -3.519 0.192
H 2.304 -4.546 -2.766 0.195
H 4.315 -4.002 -1.450 0.194
H 4.816 -1.668 -0.863 0.209
C -3.625 1.069 0.545 -0.143
C -4.330 0.001 1.347 0.443
O -5.384 0.725 1.972 -0.512
C -5.675 1.794 1.169 0.971
O -6.649 2.461 1.275 -0.565
O -4.708 1.969 0.249 -0.480
F -3.546 -0.543 2.308 -0.322
H -2.863 1.580 1.135 0.231
H -3.176 0.698 -0.372 0.216
H -4.760 -0.805 0.747 0.151
C -6.406 -2.211 3.697 -0.129
C -7.385 -3.064 2.926 0.446
O -6.640 -4.240 2.674 -0.498
C -5.699 -4.358 3.660 0.968
O -5.083 -5.340 3.886 -0.549
O -5.607 -3.201 4.356 -0.481
F -7.743 -2.499 1.745 -0.328
H -5.781 -1.621 3.031 0.210
H -6.878 -1.553 4.422 0.211
H -8.290 -3.327 3.477 0.149
```

Calculated values
Net charge   -1
Kohn-Sham gap   6.7 eV
Strongest force on any atom   1.19 eV/A
ΔE to the lowest compared entry with this formula, charge and spin   0.0 kJ/mol

***

DFT (the ωB97M-V functional and the def2-TZVPD basis) results for C18H23CaI2N6O2S2Se2Te2 as an isolated structure.

Structure (XYZ):
```
58
Properties=species:S:1:pos:R:3:nbo_charge:R:1
Ca -0.717 -0.033 -0.291 1.702
I 2.559 -1.368 6.824 0.091
C 1.788 -0.635 5.026 -0.215
C 1.054 0.539 5.017 -0.247
C 0.542 1.013 3.820 -0.263
I -0.566 2.775 3.772 0.119
C 0.734 0.339 2.592 0.428
O 0.241 0.769 1.482 -0.921
C 1.504 -0.861 2.640 -0.146
C 1.802 -1.580 1.351 -0.224
N 0.615 -2.008 0.595 -0.749
C -0.156 -3.024 1.298 -0.266
C -1.565 -3.160 0.784 0.238
C -2.159 -4.411 0.671 -0.245
C -3.480 -4.501 0.271 -0.148
C -4.177 -3.337 -0.009 -0.265
C -3.507 -2.133 0.104 0.062
N -2.232 -2.039 0.491 -0.521
C 2.008 -1.328 3.840 -0.219
H 0.878 1.086 5.934 0.226
H 2.363 -0.913 0.694 0.205
H 2.454 -2.435 1.576 0.174
H 0.915 -2.387 -0.316 0.429
H 0.332 -4.006 1.267 0.187
H -0.221 -2.732 2.350 0.226
H -1.574 -5.297 0.882 0.219
H -3.956 -5.469 0.168 0.215
H -5.208 -3.352 -0.334 0.222
H -4.001 -1.200 -0.142 0.211
H 2.588 -2.245 3.848 0.212
Se -1.093 2.267 -4.666 -0.800
Te -1.183 -0.164 -5.227 0.043
Te -1.185 -1.739 -2.958 -0.120
Se 0.973 -2.976 -2.641 -0.825
C 0.154 5.131 -1.664 -0.671
C -1.024 4.546 -0.982 0.376
N -1.978 5.185 -0.388 -0.274
N -2.816 4.189 0.047 -0.373
C -2.409 2.953 -0.258 0.263
S -3.187 1.498 0.063 -0.371
N -1.241 3.187 -0.910 -0.224
N -0.439 2.195 -1.460 -0.795
H 0.091 6.215 -1.618 0.241
H 0.182 4.803 -2.705 0.258
H 1.079 4.800 -1.188 0.247
H -3.660 4.408 0.546 0.422
H -0.614 2.161 -2.492 0.420
H 0.550 2.406 -1.295 0.426
C 3.722 -0.334 -1.749 -0.820
S 2.145 0.490 -1.980 1.236
C 2.171 0.546 -3.766 -0.849
O 2.343 1.906 -1.524 -1.028
H 4.486 0.231 -2.284 0.226
H 3.627 -1.353 -2.123 0.261
H 3.947 -0.334 -0.683 0.231
H 2.148 -0.472 -4.156 0.264
H 3.071 1.090 -4.061 0.221
H 1.281 1.097 -4.088 0.280
```

Calculated values
Net charge   -1
Kohn-Sham gap   5.9 eV
Strongest force on any atom   0.35 eV/A
ΔE to the lowest compared entry with this formula, charge and spin   41.0 kJ/mol